1.
Entry from the OMol25 dataset: 3 unconnected molecules or ions with the total composition C39H86IN2O2P at a distorted geometry (ωB97M-V/def2-TZVPD).

Computed properties:
- LUMO energy: 0.540 eV
- Molar mass: 773.01 g/mol
- HOMO-LUMO gap: 8.65 eV
- HOMO level: -0.29809 hartree

Last column: Mulliken charge in e.
Cartesian coordinates (Å):
I1 -0.060 -6.433 0.778  0.005
P1 -0.323 -2.855 3.597  2.379
O1 -2.307 -2.052 5.407  -0.159
O2 -3.177 -0.204 6.201  -0.560
N1 1.906 4.563 -4.695  0.275
N2 1.777 -2.836 -4.233  0.123
C1 -3.144 -0.198 3.888  0.531
C2 0.126 -3.494 1.843  -1.469
C3 2.748 6.872 -5.055  -1.441
C4 -3.742 3.992 -0.028  -0.936
C5 3.189 2.359 -4.468  -1.047
C6 -4.269 4.557 1.309  -0.854
C7 2.221 -4.503 0.813  -1.247
C8 -2.259 -5.027 3.356  -1.193
C9 -2.866 -0.805 5.248  0.242
C10 -4.297 -3.444 3.380  -1.229
C11 -5.009 3.511 2.171  -0.578
C12 2.076 -2.856 -5.655  -0.744
C13 2.366 -3.902 -3.442  -0.732
C14 0.978 -4.785 1.721  -0.560
C15 -3.823 -4.933 5.446  -1.457
C16 -0.475 2.405 -1.195  0.582
C17 -0.856 -1.997 5.229  -2.176
C18 1.508 0.824 -0.776  0.845
C19 -2.021 2.447 -1.163  -1.534
C20 2.175 4.019 -7.183  -1.007
C21 2.223 1.412 0.469  -1.588
C22 0.967 -0.485 -4.220  -0.785
C23 1.852 -1.543 -3.580  0.054
C24 2.087 3.308 -3.986  -0.349
C25 -0.006 1.005 -0.794  -0.835
C26 -2.580 3.019 0.173  0.510
C27 1.443 1.298 1.793  -0.790
C28 -4.821 3.680 3.688  -0.598
C29 -3.333 3.779 4.143  -0.939
C30 1.501 -2.623 3.965  -1.097
C31 1.464 -0.128 2.411  1.092
C32 3.049 5.452 -4.597  -0.343
C33 1.937 -1.314 4.681  -1.489
C34 3.439 -2.321 -6.109  -0.884
C35 1.558 0.007 3.943  -0.829
C36 3.871 -3.844 -3.157  -1.132
C37 1.293 4.460 -6.009  -0.609
C38 -3.678 -4.774 3.924  0.563
C39 -1.051 -4.497 4.162  -0.893
H1 -0.500 0.717 0.140  0.303
H2 3.919 5.074 -5.156  0.281
H3 2.135 -2.695 3.084  0.291
H4 1.841 -3.922 -2.481  0.449
H5 -5.238 2.791 4.172  0.317
H6 0.526 -0.591 2.103  -0.534
H7 -6.082 3.619 1.972  0.351
H8 2.392 0.692 4.131  0.591
H9 -4.593 3.506 -0.517  0.279
H10 -4.980 5.357 1.066  0.394
H11 3.014 -5.178 1.163  0.340
H12 -0.065 -0.831 -4.302  0.322
H13 4.244 -3.025 -5.904  0.272
H14 2.285 3.548 -2.935  0.342
H15 2.608 -3.492 0.961  0.296
H16 -0.396 0.320 -1.559  0.332
H17 1.318 -0.206 -5.216  0.399
H18 -3.397 4.838 -0.633  0.468
H19 -5.102 -3.683 2.681  0.362
H20 -0.358 -2.452 6.094  0.513
H21 -4.750 -2.879 4.196  0.291
H22 -2.432 3.054 -1.977  0.563
H23 1.826 -3.453 4.609  0.609
H24 3.600 7.519 -4.840  0.441
H25 1.879 7.276 -4.533  0.331
H26 -2.276 -4.701 2.313  0.271
H27 3.354 5.504 -3.547  0.422
H28 2.375 2.949 -7.164  0.260
H29 1.662 4.232 -8.123  0.392
H30 0.429 3.794 -5.944  0.317
H31 2.916 1.863 -5.399  0.099
H32 2.134 -4.864 -3.908  0.340
H33 -1.256 -4.383 5.227  0.733
H34 -4.309 -5.554 3.485  0.709
H35 1.300 -2.283 -6.172  0.380
H36 0.725 -2.701 1.382  0.216
H37 2.884 -1.161 -3.531  0.143
H38 3.686 -1.366 -5.643  0.169
H39 0.863 5.435 -6.259  0.411
H40 1.815 -0.223 -0.871  0.150
H41 2.344 -0.673 2.054  0.145
H42 -0.744 -3.591 1.181  1.059
H43 -1.162 -1.898 2.922  -0.679
H44 -3.970 -3.981 5.961  0.248
H45 2.048 -4.759 -0.231  0.347
H46 1.930 1.343 -1.648  -0.719
H47 1.936 1.979 2.498  0.648
H48 -2.433 1.439 -1.267  0.454
H49 -3.507 -2.881 2.881  0.173
H50 -0.068 3.205 -0.569  0.515
H51 0.971 0.420 -3.608  -0.270
H52 -2.974 2.183 0.765  -0.284
H53 -4.672 -5.560 5.733  0.347
H54 -3.070 3.011 4.873  0.345
H55 -3.172 4.746 4.624  0.323
H56 4.187 -2.864 -2.796  0.241
H57 -2.301 -0.249 3.192  -0.126
H58 4.143 2.868 -4.609  0.410
H59 3.034 -1.320 4.685  0.557
H60 1.951 -3.876 -6.028  0.427
H61 -4.756 2.496 1.847  0.299
H62 0.672 0.492 4.364  0.203
H63 0.419 1.673 1.717  0.111
H64 -2.148 -6.115 3.302  0.360
H65 1.404 -5.119 2.666  0.687
H66 -0.634 -0.923 5.249  0.453
H67 2.562 6.925 -6.129  0.299
H68 3.200 0.943 0.627  0.653
H69 4.125 -4.574 -2.384  0.471
H70 4.461 -4.098 -4.037  0.336
H71 -2.950 -5.391 5.921  0.313
H72 3.346 1.573 -3.724  0.311
H73 -2.671 3.693 3.277  0.058
H74 1.658 -1.284 5.736  0.328
H75 -0.197 2.605 -2.236  -0.579
H76 -0.288 -5.282 4.143  0.809
H77 -4.019 -0.626 3.395  0.256
H78 1.135 2.768 -3.975  -0.026
H79 3.128 4.550 -7.208  0.242
H80 1.516 -1.664 -2.546  0.050
H81 -5.357 4.562 4.042  0.424
H82 2.431 2.479 0.326  0.402
H83 -3.447 5.043 1.844  0.411
H84 -3.359 0.860 4.033  -0.335
H85 -1.776 3.472 0.765  0.196
H86 3.424 -2.159 -7.190  0.375

Force components x, y, z for each atom (eV/Å):
I 0.1 0.0 0.4
P 0.0 -0.9 -0.3
O 0.5 -0.2 -0.9
O -0.8 1.4 2.5
N -0.2 -0.2 0.2
N -0.1 -0.2 0.1
C 0.3 0.2 -0.6
C -0.1 -0.8 -0.5
C 0.0 0.0 -0.1
C 0.2 0.4 0.8
C 0.0 -0.1 0.0
C -0.3 0.0 -0.4
C 0.2 -1.1 0.9
C -0.5 -0.5 0.6
C 0.1 -0.8 -1.5
C 0.2 -0.8 0.5
C -0.2 0.5 0.0
C -0.1 0.2 -0.2
C 0.0 -0.2 0.2
C 0.9 1.3 -1.0
C 0.1 0.0 0.5
C -0.9 -0.4 -0.6
C -0.1 0.6 0.1
C 0.7 0.3 0.6
C -0.1 0.6 0.9
C -0.1 -0.1 -0.1
C -0.6 0.4 0.3
C 0.0 0.1 -0.1
C 0.0 0.1 -0.1
C 0.1 -0.1 0.2
C 0.1 -0.1 -0.6
C -0.4 -0.6 -0.3
C 0.8 -0.2 0.1
C 0.8 -0.6 0.0
C -0.5 0.2 -0.2
C 0.3 0.6 1.0
C -0.4 1.4 0.4
C 0.0 0.1 -0.1
C 0.1 0.3 -0.5
C 0.0 -0.1 -0.1
C 0.4 -0.6 0.1
C 0.1 -0.1 0.0
C -0.1 0.2 -0.2
C -0.6 0.3 -0.3
C 0.0 0.4 -0.1
H 0.2 -0.1 0.0
H 0.1 0.0 0.0
H -0.4 -0.2 -0.2
H 0.0 0.1 0.0
H -0.3 0.3 0.0
H 0.3 -0.5 0.0
H 0.1 -0.2 -0.1
H -0.2 0.1 0.1
H 0.2 0.0 -0.3
H 0.1 0.0 0.1
H 0.0 0.1 -0.3
H 0.0 -0.1 0.0
H 0.0 0.1 0.1
H 0.0 0.1 0.0
H -0.2 0.0 -0.2
H -0.1 0.0 0.1
H 0.0 0.0 0.0
H -0.2 -0.2 -0.2
H 0.2 0.2 -0.2
H -0.3 0.0 0.1
H 0.2 0.2 -0.1
H 0.2 -0.1 0.0
H -0.3 0.0 -0.1
H 0.0 0.0 0.0
H 0.0 -0.1 0.0
H 0.3 0.1 0.1
H -0.1 -0.2 0.0
H 0.1 0.0 0.0
H 0.0 0.0 0.0
H 0.1 -0.1 0.2
H 0.1 0.0 0.0
H 0.0 0.1 -0.1
H -0.4 0.0 -0.1
H 0.3 -0.1 0.0
H 0.0 0.1 0.1
H -0.2 0.1 0.1
H 0.0 0.1 0.1
H 0.0 0.0 0.0
H 0.1 0.0 0.1
H -0.3 0.0 0.0
H -0.2 -0.1 -0.2
H -0.1 0.1 0.3
H 0.1 -0.2 0.1
H 0.1 0.0 -0.2
H -0.1 0.5 0.0
H -0.1 -0.2 0.0
H 0.0 -0.1 0.0
H 0.2 0.0 -0.3
H -0.3 0.3 0.0
H 0.1 -0.1 0.0
H 0.0 0.0 0.0
H 0.3 0.1 0.1
H 0.0 0.0 -0.3
H 0.0 0.0 -0.1
H 0.3 -0.1 -0.1
H 0.0 0.0 0.0
H -0.1 -0.3 0.1
H 0.0 0.0 0.0
H -0.1 -0.2 0.1
H 0.0 -0.1 0.2
H 0.2 0.1 0.2
H 0.0 -0.1 -0.2
H 0.1 -0.1 -0.1
H 0.1 0.1 0.0
H -0.5 -0.3 0.1
H 0.5 -0.2 -0.1
H 0.0 0.0 0.0
H -0.1 0.0 -0.2
H 0.0 0.0 0.0
H 0.0 0.1 0.0
H 0.0 0.0 -0.2
H 0.0 0.0 0.0
H 0.1 0.0 0.2
H -0.2 0.0 -0.1
H 0.4 0.0 0.2
H 0.3 0.4 -0.3
H 0.2 -0.3 0.2
H 0.0 0.1 -0.2
H 0.0 0.0 0.0
H 0.1 -0.2 0.0
H -0.1 -0.1 -0.1
H -0.1 -0.1 -0.2
H 0.0 -0.2 0.0
H 0.0 -0.1 0.2
H -0.1 0.1 -0.1
H 0.0 0.0 0.0

2.
Entry from the OMol25 dataset: 12 unconnected molecules or ions with the total composition C39H87F9O33S9 at a distorted geometry (ωB97M-V/def2-TZVPD).

Computed properties:
- LUMO energy: -0.025 eV
- Molar mass: 1543.68 g/mol
- HOMO-LUMO gap: 10.54 eV
- HOMO level: -0.38818 hartree

Last column: Mulliken charge in e.
Cartesian coordinates (Å):
S1 7.148 17.434 22.254  1.022
S2 13.172 17.789 17.402  1.099
S3 15.470 24.674 20.995  1.137
S4 11.000 20.092 24.945  1.200
S5 15.190 19.577 22.134  1.011
S6 16.542 21.207 14.513  1.271
S7 14.519 10.768 14.348  1.175
S8 12.566 23.172 18.458  -0.492
S9 8.485 14.216 15.923  1.222
F1 14.465 13.035 22.871  -0.283
F2 11.735 24.604 14.443  -0.261
F3 10.608 19.751 15.343  -0.065
F4 10.956 23.468 12.796  -0.290
F5 11.723 22.431 14.509  -0.228
F6 12.951 14.360 23.655  -0.247
F7 9.695 19.446 13.484  -0.311
F8 10.164 17.657 14.688  -0.130
F9 14.895 15.135 22.918  -0.207
O1 5.866 17.096 22.882  -0.716
O2 16.815 20.133 15.400  -0.605
O3 16.767 24.733 21.587  -0.645
O4 7.319 19.034 22.271  -0.168
O5 13.122 13.631 20.573  -0.398
O6 12.711 19.765 13.652  -0.671
O7 12.521 22.489 19.700  0.234
O8 15.894 18.989 20.860  -0.091
O9 14.894 25.843 20.420  -0.747
O10 13.280 10.313 14.822  -0.600
O11 9.318 22.638 15.467  -0.489
O12 12.202 17.642 13.011  -0.390
O13 13.492 22.608 17.493  -0.130
O14 8.110 15.642 16.342  -0.470
O15 14.137 20.411 21.602  -0.148
O16 17.432 22.321 14.419  -0.689
O17 11.162 23.107 17.715  0.365
O18 7.362 17.128 20.862  -0.466
O19 12.998 15.756 21.173  -0.514
O20 11.970 18.050 18.302  0.591
O21 16.383 20.504 13.115  -0.182
O22 7.362 13.650 15.246  -0.702
O23 12.645 17.556 16.116  0.047
O24 11.903 19.001 24.979  -0.650
O25 9.555 19.811 24.786  -0.445
O26 9.087 24.643 14.546  -0.337
O27 15.251 23.637 19.874  -0.117
O28 8.940 13.494 17.076  -0.673
O29 16.109 20.294 22.973  -0.703
O30 14.824 10.603 12.969  -0.600
O31 13.995 16.777 18.000  -1.015
O32 14.843 12.308 14.774  -0.362
O33 11.202 20.974 26.252  -0.414
C1 15.859 9.955 15.205  -1.021
C2 16.220 21.324 11.888  -0.201
C3 6.702 24.602 14.055  -1.290
C4 12.514 13.983 19.245  0.520
C5 14.589 17.551 13.332  0.161
C6 10.002 23.089 18.520  -1.086
C7 12.785 24.915 18.539  -1.178
C8 17.002 22.140 18.953  -1.464
C9 17.324 16.971 20.347  -0.948
C10 14.222 14.329 15.751  -0.651
C11 11.987 18.787 13.628  0.234
C12 10.339 22.153 26.371  -0.258
C13 11.044 14.188 19.383  -0.373
C14 7.031 21.223 23.228  -1.021
C15 8.368 16.814 23.166  -0.432
C16 9.112 21.772 27.200  -1.026
C17 17.523 21.543 11.128  -1.342
C18 8.078 17.703 17.726  -0.954
C19 7.743 24.756 15.098  0.024
C20 9.731 14.534 14.796  -0.556
C21 6.859 19.697 23.474  -0.287
C22 8.663 16.281 17.550  0.319
C23 11.113 23.495 14.097  0.992
C24 9.732 23.518 14.764  0.383
C25 14.656 18.153 23.035  -0.776
C26 13.871 14.253 22.701  0.745
C27 13.451 17.535 12.309  -0.541
C28 14.394 12.876 16.073  -0.818
C29 14.045 19.279 17.453  -0.328
C30 13.310 14.608 21.369  0.175
C31 10.602 18.891 14.297  0.897
C32 11.434 21.242 23.647  -0.789
C33 12.237 18.368 19.684  0.167
C34 16.077 22.327 20.107  0.626
C35 10.948 18.271 20.470  -0.861
C36 14.891 22.024 14.848  0.032
C37 17.198 18.329 21.085  -0.722
C38 9.412 21.653 18.714  -0.003
C39 14.452 24.013 22.279  -0.906
H1 11.344 20.595 22.765  -0.139
H2 17.210 17.215 19.265  0.211
H3 6.896 25.356 13.264  0.312
H4 9.309 23.623 17.917  0.399
H5 16.500 21.825 18.025  0.152
H6 10.717 22.077 23.658  0.402
H7 10.328 23.567 19.441  0.699
H8 5.729 24.916 14.402  0.425
H9 17.747 21.359 19.163  0.368
H10 14.831 23.133 22.687  0.304
H11 17.970 20.618 10.861  0.348
H12 15.796 22.267 12.232  0.263
H13 14.188 14.987 16.651  0.224
H14 10.264 20.930 18.757  -0.479
H15 13.387 16.589 11.820  0.407
H16 9.465 21.428 28.167  0.321
H17 10.590 14.215 18.389  -0.206
H18 8.430 15.678 18.399  0.748
H19 6.781 21.763 24.100  0.443
H20 15.302 21.540 20.056  -0.724
H21 7.737 25.797 15.471  0.260
H22 14.846 18.975 16.723  0.457
H23 14.258 18.318 24.043  0.472
H24 7.403 19.348 24.354  0.306
H25 12.617 25.186 17.484  0.379
H26 5.786 19.460 23.595  0.388
H27 11.160 17.751 21.401  0.175
H28 17.600 23.041 18.765  0.395
H29 10.835 15.001 20.025  0.072
H30 15.747 10.014 16.282  0.319
H31 18.245 22.090 11.756  0.274
H32 8.874 21.280 17.789  0.245
H33 15.571 17.558 23.085  0.513
H34 10.046 22.466 25.374  0.168
H35 8.282 15.768 23.409  0.446
H36 16.603 16.217 20.673  0.061
H37 7.085 17.817 18.171  0.370
H38 8.451 22.590 27.394  0.400
H39 14.774 18.532 13.776  -0.235
H40 14.152 21.303 14.621  -0.274
H41 17.964 19.065 20.773  0.314
H42 8.176 18.104 16.699  0.410
H43 13.500 23.665 21.941  0.101
H44 16.619 22.372 21.039  0.815
H45 10.515 15.064 15.309  -0.180
H46 17.450 22.148 10.242  0.417
H47 15.925 8.939 14.869  0.399
H48 14.355 16.769 14.117  -0.453
H49 13.559 18.216 11.488  0.329
H50 11.966 25.376 19.113  0.357
H51 18.315 16.588 20.488  0.507
H52 16.812 10.358 14.931  0.338
H53 14.939 22.331 15.881  -0.189
H54 13.955 17.467 22.464  -0.197
H55 8.838 21.501 19.692  0.301
H56 10.604 13.297 19.855  0.486
H57 14.445 19.522 18.400  -0.113
H58 17.304 18.267 22.120  0.691
H59 9.762 16.311 17.349  -0.279
H60 10.096 17.702 20.061  -0.213
H61 10.541 19.256 20.644  0.204
H62 15.507 17.212 12.836  0.557
H63 13.052 17.758 20.073  0.358
H64 12.735 13.138 18.594  0.296
H65 14.387 24.778 23.022  0.587
H66 13.294 14.405 15.171  0.313
H67 14.849 22.894 14.189  0.688
H68 13.508 12.451 16.439  0.531
H69 15.397 20.891 11.310  0.389
H70 10.043 13.620 14.322  0.532
H71 8.451 17.304 24.130  0.218
H72 13.140 14.815 18.809  -0.200
H73 8.108 21.411 22.906  -0.050
H74 8.889 18.283 18.255  -0.103
H75 15.231 12.615 16.717  0.428
H76 9.335 15.152 14.002  0.309
H77 6.521 23.604 13.627  0.308
H78 6.368 21.437 22.398  0.404
H79 14.975 14.691 15.064  0.442
H80 12.528 19.429 19.755  -0.329
H81 13.393 20.035 17.037  -0.233
H82 12.452 21.634 23.665  0.440
H83 7.735 23.998 15.909  0.216
H84 10.976 22.820 26.842  0.521
H85 8.577 20.994 26.643  0.147
H86 9.302 17.098 22.643  -0.042
H87 13.793 25.213 18.866  0.394

Force components x, y, z for each atom (eV/Å):
S -4.9 0.9 -2.3
S 1.4 -0.3 1.0
S -0.8 0.0 1.3
S -2.6 0.9 -0.3
S -1.1 2.0 0.7
S -1.6 1.9 0.0
S 3.0 0.5 0.2
S 1.5 -1.0 -2.4
S -1.7 -1.8 0.7
F -0.9 0.7 -0.8
F 1.2 0.7 0.1
F 0.6 -1.2 -0.2
F 0.3 0.0 -1.5
F 1.3 -0.8 0.1
F 0.1 0.3 -0.2
F 0.1 -0.7 -0.7
F 0.1 1.3 -0.2
F -0.7 -0.2 0.3
O 1.9 0.5 -0.8
O -0.1 -0.5 0.6
O 0.5 -0.1 -0.6
O 0.3 -0.8 0.7
O -0.1 -1.4 -1.6
O -0.7 -1.2 -0.2
O -0.7 0.1 1.4
O 0.4 -0.8 -0.2
O -0.2 1.0 0.3
O -1.7 0.0 1.1
O 0.3 -0.5 -0.2
O -0.8 0.7 0.0
O -0.6 0.9 0.6
O -0.9 1.8 0.7
O -0.3 -1.2 0.2
O 0.7 0.0 -0.2
O 1.2 -0.5 -0.6
O 0.1 -0.2 0.8
O 0.2 0.4 0.2
O -1.6 0.1 0.9
O 0.0 -0.1 -1.4
O 0.1 0.3 -0.4
O -0.5 -0.2 -1.5
O 0.5 -0.2 0.2
O 2.5 0.5 0.2
O 0.0 0.6 -0.9
O 2.3 -2.4 0.1
O 0.8 0.1 0.0
O 0.5 -0.6 -0.1
O 0.0 0.7 -0.5
O 0.2 -0.2 0.1
O -1.3 -1.3 -0.5
O 0.1 -0.6 -0.5
C -0.3 0.1 0.3
C -0.4 0.8 0.6
C -0.7 0.4 -1.5
C 1.6 0.4 -0.5
C 0.1 -1.2 0.1
C -0.7 -1.5 0.6
C -0.4 0.3 -0.7
C 0.9 0.2 -0.8
C -0.8 1.8 -0.7
C -0.7 0.7 0.4
C 0.8 1.5 -0.1
C -1.6 -1.8 -0.3
C 0.0 -1.4 -0.3
C 1.6 -2.1 -1.4
C 3.6 0.1 1.8
C 0.8 -0.5 -0.4
C 0.2 0.5 1.4
C 2.3 0.0 -1.3
C 1.0 0.0 1.2
C 0.6 0.2 -0.8
C -0.7 1.0 0.2
C 0.4 0.6 -0.5
C -2.3 0.2 1.0
C -0.9 -0.2 1.0
C -0.5 -1.7 -0.9
C 2.5 -1.0 1.9
C 0.9 -0.4 1.0
C 2.3 0.1 -1.4
C 0.6 -0.8 -2.5
C -1.2 1.0 -0.6
C -0.7 0.0 1.1
C -0.2 -0.4 -0.3
C -0.3 1.0 0.4
C -1.6 -0.1 -1.5
C -0.6 -0.8 0.3
C 2.4 -0.6 -0.7
C 0.3 0.1 -1.5
C 0.8 -1.0 0.1
C -0.6 0.8 -0.6
H -0.1 0.5 -0.1
H -0.1 -0.6 0.7
H 0.1 -0.7 0.1
H -0.8 1.0 0.1
H 0.0 0.3 0.3
H 0.2 -0.6 -0.3
H -1.0 0.1 0.4
H -0.3 0.1 0.7
H -0.3 0.0 0.2
H 1.5 -1.3 0.7
H 0.4 -0.9 -0.3
H 0.2 0.3 -0.1
H -0.1 -0.6 -0.7
H -0.4 0.6 0.3
H -0.1 -0.9 0.0
H -0.1 -0.4 0.1
H 0.0 0.4 0.3
H 0.0 -0.7 0.5
H -0.3 0.7 0.9
H 0.4 0.7 0.6
H -0.1 -0.7 0.1
H -0.3 1.0 0.6
H 0.2 0.5 -0.4
H 0.1 0.1 -0.3
H 0.2 0.1 0.3
H 0.5 0.1 0.0
H 0.1 0.3 0.4
H -0.2 -0.1 0.0
H -0.4 1.2 0.3
H -0.2 -0.1 0.1
H -0.3 -0.3 0.0
H 0.2 0.8 1.2
H 0.0 0.0 0.4
H 0.0 0.3 0.1
H -0.2 -0.4 -0.6
H 0.0 0.3 -0.1
H 0.4 -0.3 -0.1
H -0.3 0.7 -0.1
H -0.1 -0.3 -0.1
H -1.0 -0.6 0.0
H -0.4 -0.5 -0.2
H -0.7 0.2 0.4
H -0.9 0.5 -0.7
H -0.3 0.2 0.4
H 0.5 0.1 0.1
H -0.7 0.2 -0.5
H -0.5 -0.7 0.0
H 0.2 1.1 -0.7
H -0.2 1.1 0.0
H 0.5 -0.2 0.1
H 0.6 -0.2 0.2
H 0.3 0.8 -0.3
H -0.2 0.0 0.2
H 0.6 1.3 0.4
H 0.5 0.5 -1.6
H 0.1 0.1 -0.1
H 0.4 0.1 1.0
H 0.3 -0.5 1.8
H -0.7 0.2 0.5
H 0.7 0.0 -0.5
H -0.1 0.3 0.3
H -0.1 0.2 0.1
H -0.3 -0.2 -0.2
H 0.0 -0.3 0.4
H -0.2 0.4 0.6
H -0.1 0.2 0.3
H 0.0 -0.2 0.1
H -1.3 -0.9 0.2
H 0.5 -0.5 0.1
H 0.4 -0.5 0.2
H -0.3 0.4 0.2
H -1.0 -0.5 0.8
H -1.4 -0.1 0.5
H -1.2 -0.5 0.0
H -0.1 0.4 0.5
H -0.2 0.3 0.0
H 0.6 0.3 0.2
H 0.0 0.5 -0.1
H 0.5 -0.1 0.2
H 0.3 -0.4 -0.3
H 0.1 0.4 -0.1
H 0.0 -0.3 0.4
H -0.5 0.7 -0.4
H 1.0 1.6 0.8
H 0.1 0.1 0.5
H -0.3 -0.6 0.2
H -0.7 -0.3 0.0